The following is a quantum chemistry calculation of a gas-phase ion, C3H8NO2 (charge +1), from OMol25.

Results
Gap between HOMO and LUMO = 11.155 eV
Charge = +1
Structure (SMILES) = [NH3+][C@H](C=O)CO
Relative energy (zero: lowest compared OMol25 entry of this formula, charge and spin) = 1.735 eV

Each atom is followed by the atoms it is bonded to, with distances in Å.
Cartesian coordinates (Å):
1 O 0.7000 1.9424 1.4183  C6 1.191
2 O -1.1693 -1.7308 -0.6009  C4 1.416, H10 0.966
3 N 1.4215 -0.2002 -0.2999  C5 1.505, H8 1.023, H11 1.024, H14 1.028
4 C -0.8786 -0.7420 0.3697  O2 1.416, C5 1.527, H7 1.084, H9 1.093
5 C 0.0196 0.3408 -0.2239  N3 1.505, C4 1.527, C6 1.529, H12 1.092
6 C -0.0673 1.6539 0.5546  O1 1.191, C5 1.529, H13 1.108
7 H -0.3432 -1.2707 1.1496  C4 1.084
8 H 2.0321 0.3913 -0.8688  N3 1.023
9 H -1.7635 -0.2940 0.8281  C4 1.093
10 H -1.8685 -1.4237 -1.1921  O2 0.966
11 H 1.8081 -0.2976 0.6434  N3 1.024
12 H -0.3125 0.5157 -1.2488  C5 1.092
13 H -0.9430 2.2409 0.2133  C6 1.108
14 H 1.3645 -1.1260 -0.7427  N3 1.028